No. 1
Entry from the Open Molecules 2025 dataset: an isolated molecule of C6H14BBr (ωB97M-V/def2-TZVPD).

Calculated values
Molecular weight, g mol⁻¹: 176.89
Gap between HOMO and LUMO, eV: 9.8
Energy relative to the best compared isomer or geometry (same formula, charge and spin), kcal per mole: 3.7
Total energy, a.u.: -2835.8140

CARTESIAN COORDINATES (ANGSTROEM)
C1 -2.197 -0.897 -0.780
C2 -0.742 -0.804 -1.240
B1 0.272 -0.097 -0.243
C3 0.133 1.313 0.564
C4 -0.610 2.428 -0.104
C5 1.764 -1.017 0.371
C6 2.028 -1.141 1.806
Br1 3.218 -0.123 -0.572
H1 -2.598 0.072 -0.364
H2 -2.785 -1.158 -1.735
H3 -2.389 -1.799 -0.026
H4 -0.406 -1.756 -1.548
H5 -0.895 -0.101 -2.099
H6 1.122 1.588 0.769
H7 -0.240 0.899 1.492
H8 -1.336 2.121 -0.918
H9 -1.188 3.053 0.636
H10 0.005 3.231 -0.512
H11 1.809 -1.978 -0.094
H12 1.527 -0.273 2.315
H13 3.028 -1.122 2.195
H14 1.527 -2.183 1.951

No. 2
Entry from the Open Molecules 2025 dataset: a cluster of 6 separate species, C37H43F4N8O11S4 in total (ωB97M-V/def2-TZVPD).

Calculated values
Molecular weight, g mol⁻¹: 980.06
Gap between HOMO and LUMO, eV: 1.1
Energy relative to the best compared isomer or geometry (same formula, charge and spin), kcal per mole: 282.1
Total energy, a.u.: -4692.2321
Net charge: +3

CARTESIAN COORDINATES (ANGSTROEM)
O1 -0.555 2.702 -4.248
C1 -0.710 1.428 -3.857
O2 -1.407 0.814 -4.607
O3 -0.157 0.928 -2.816
H1 -1.122 2.718 -5.022
C2 7.435 -1.923 8.539
N1 6.724 -1.165 7.449
C3 7.280 0.011 6.998
C4 6.663 0.679 5.932
C5 5.547 0.137 5.288
C6 5.006 -1.018 5.761
C7 5.565 -1.618 6.900
C8 5.103 0.812 4.058
C9 3.723 1.013 3.641
C10 3.341 1.665 2.554
N2 4.306 2.250 1.800
C11 5.607 2.146 2.124
C12 6.005 1.449 3.243
C13 3.887 3.040 0.583
H2 7.668 -2.929 8.192
H3 6.837 -1.981 9.448
H4 8.373 -1.407 8.740
H5 8.097 0.386 7.597
H6 7.127 1.570 5.535
H7 4.208 -1.578 5.297
H8 5.139 -2.516 7.323
H9 3.047 0.609 4.381
H10 2.282 1.773 2.370
H11 6.266 2.740 1.508
H12 7.068 1.342 3.402
H13 3.031 3.658 0.853
H14 3.549 2.240 -0.076
H15 4.705 3.621 0.157
C14 -4.686 -3.913 -2.150
N3 -5.883 -3.722 -1.307
C15 -6.596 -2.580 -1.395
C16 -7.745 -2.513 -0.704
C17 -8.026 -3.381 0.334
C18 -7.250 -4.516 0.411
C19 -6.218 -4.727 -0.483
C20 -9.174 -3.112 1.286
C21 -9.317 -1.841 1.844
C22 -10.314 -1.680 2.829
N4 -11.154 -2.694 3.080
C23 -11.087 -3.855 2.426
C24 -10.070 -4.086 1.605
C25 -12.250 -2.469 4.064
H16 -4.139 -4.776 -1.769
H17 -4.103 -3.011 -1.963
H18 -4.858 -4.101 -3.210
H19 -6.182 -1.800 -2.018
H20 -8.284 -1.582 -0.795
H21 -7.316 -5.270 1.181
H22 -5.577 -5.590 -0.381
H23 -8.638 -1.016 1.682
H24 -10.462 -0.733 3.325
H25 -11.815 -4.620 2.653
H26 -9.878 -5.085 1.243
H27 -12.514 -3.450 4.458
H28 -13.025 -2.136 3.373
H29 -11.901 -1.660 4.705
C26 4.453 1.684 -6.785
N5 4.502 0.837 -5.561
C27 3.570 -0.159 -5.524
C28 3.626 -1.162 -4.550
C29 4.592 -1.002 -3.498
C30 5.511 0.079 -3.582
C31 5.441 0.976 -4.665
C32 4.683 -1.938 -2.327
C33 5.865 -2.132 -1.580
C34 5.866 -2.932 -0.449
N6 4.768 -3.622 -0.150
C35 3.630 -3.536 -0.926
C36 3.560 -2.601 -1.898
C37 4.813 -4.606 0.939
H30 5.012 2.596 -6.576
H31 3.427 1.892 -7.089
H32 4.935 1.259 -7.665
H33 2.839 -0.195 -6.318
H34 2.854 -1.916 -4.514
H35 6.229 0.190 -2.784
H36 6.138 1.789 -4.809
H37 6.785 -1.666 -1.901
H38 6.721 -3.141 0.177
H39 2.832 -4.156 -0.546
H40 2.653 -2.568 -2.483
H41 4.025 -4.498 1.684
H42 5.770 -4.483 1.447
H43 4.851 -5.617 0.533
N7 1.795 8.858 -5.551
S1 2.383 7.678 -6.189
O4 2.067 7.425 -7.557
O5 2.802 6.592 -5.346
F1 3.738 8.411 -6.505
S2 0.375 7.937 -5.000
O6 0.567 7.283 -3.723
O7 -0.430 7.315 -6.058
F2 -0.588 9.104 -4.524
N8 -6.082 4.979 -0.645
S3 -6.884 4.095 0.566
O8 -6.118 3.512 1.669
O9 -8.081 3.382 0.148
F3 -7.555 5.383 1.225
S4 -5.067 3.930 -0.867
O10 -5.560 2.577 -1.167
O11 -3.828 4.154 -0.130
F4 -4.657 4.331 -2.315

No. 3
Entry from the Open Molecules 2025 dataset: a structure of composition C30H33N2O11Pb (ωB97M-V/def2-TZVPD).

Calculated values
Molecular weight, g mol⁻¹: 804.80
Gap between HOMO and LUMO (spin up / spin down), eV: 4.7 / 4.3
Energy relative to the best compared isomer or geometry (same formula, charge and spin), kcal per mole: 41.4
Total energy, a.u.: -2292.6630
Net charge: -1

CARTESIAN COORDINATES (ANGSTROEM)
C1 0.324 -0.716 -4.902
C2 0.229 -1.394 -3.509
C3 -0.172 0.728 -4.770
C4 -0.822 0.955 -3.370
H1 -0.923 0.920 -5.541
H2 0.669 1.408 -4.945
C5 -0.938 -0.735 -2.844
H3 1.174 -1.224 -2.967
H4 0.105 -2.481 -3.648
C6 -1.515 -1.385 -1.532
H5 -1.802 -0.927 -3.519
H6 -1.906 1.163 -3.479
C7 -0.221 2.187 -2.825
C8 1.734 -0.852 -5.470
C9 -0.487 -1.435 -5.984
O1 -1.113 -0.852 -6.854
O2 2.744 -0.817 -4.777
O3 1.766 -1.065 -6.796
O4 -0.418 -2.773 -5.939
C10 -1.024 -3.375 -7.090
H7 -0.902 -4.445 -6.943
H8 -0.511 -3.041 -7.998
H9 -2.079 -3.094 -7.150
C11 3.085 -1.262 -7.313
H10 3.732 -0.420 -7.047
H11 2.967 -1.340 -8.393
H12 3.515 -2.186 -6.907
O5 -0.756 -1.854 -0.423
H13 -2.062 -2.288 -1.879
H14 -2.316 -0.684 -1.210
C12 -1.061 3.231 -2.220
C13 1.244 2.283 -2.659
H15 1.683 3.047 -3.321
H16 1.770 1.341 -2.857
H17 1.497 2.594 -1.630
H18 -0.530 3.674 -1.365
H19 -2.014 2.822 -1.857
H20 -1.301 4.046 -2.924
Pb1 -0.437 -0.308 0.998
C14 -2.670 -0.863 3.283
C15 -3.500 -1.034 2.134
C16 -3.063 -2.206 1.448
H21 -4.333 -0.395 1.844
C17 -1.971 -2.768 2.175
C18 -1.731 -1.939 3.314
H22 -0.982 -2.121 4.078
H23 -2.755 -0.068 4.021
H24 -3.506 -2.614 0.539
H25 -1.421 -3.673 1.926
C19 2.735 0.152 1.913
C20 2.212 -0.772 2.872
C21 1.803 -1.950 2.166
H26 2.349 -0.696 3.945
C22 2.064 -1.748 0.779
C23 2.623 -0.427 0.623
H27 2.934 0.020 -0.323
H28 3.167 1.121 2.161
H29 1.369 -2.835 2.627
H30 1.910 -2.471 -0.023
O6 0.263 0.031 3.720
C24 -0.122 1.233 3.969
O7 -0.594 2.049 3.151
C25 -0.030 1.674 5.434
C26 -0.511 2.942 5.806
C27 -0.482 3.363 7.159
C28 0.042 2.532 8.160
C29 0.527 1.269 7.795
C30 0.484 0.837 6.446
N1 1.080 0.423 8.824
O8 1.095 0.862 9.996
O9 1.523 -0.702 8.517
N2 -1.003 4.653 7.537
O10 -1.466 5.397 6.648
O11 -0.969 4.975 8.745
H31 -0.920 3.606 5.049
H32 0.071 2.860 9.195
H33 0.852 -0.157 6.205